{"formula": "C27H38Cl2N4S4Sr", "method": "the ωB97M-V functional and the def2-TZVPD basis", "total_charge": 0, "fmax_ha_per_bohr": 0.07354, "relative_energy_ev": 4.011, "e_lumo_ev": -0.199, "gap_ev": 5.4, "energy_ha": -3814.34896, "elements": ["Sr", "C", "C", "S", "C", "C", "S", "C", "C", "S", "C", "C", "S", "H", "H", "H", "H", "H", "H", "H", "H", "H", "H", "H", "H", "H", "H", "H", "H", "Cl", "C", "C", "C", "C", "C", "C", "C", "H", "H", "H", "H", "H", "H", "Cl", "C", "C", "C", "C", "C", "C", "C", "H", "H", "H", "H", "H", "H", "C", "C", "C", "C", "N", "C", "N", "N", "N", "H", "H", "H", "H", "H", "H", "H", "H", "H", "H"], "positions_angstrom": [[0.5386, -2.0601, 0.2280], [0.5254, 0.3377, -3.6648], [-0.6212, 1.3722, -3.7578], [-2.0814, 1.1543, -2.6592], [-2.8335, -0.4963, -2.9735], [-3.0408, -1.3795, -1.7185], [-1.8163, -2.6830, -1.3220], [-1.4032, -3.3668, -2.9234], [-0.6815, -4.6819, -2.6502], [0.4581, -4.4816, -1.2357], [1.6728, -3.2337, -2.0830], [1.7405, -1.6077, -1.9566], [0.1403, -0.5786, -2.1794], [1.5175, 0.7846, -3.6180], [0.4831, -0.3318, -4.5252], [-0.9710, 1.4579, -4.7847], [-0.2645, 2.3452, -3.4218], [-2.2631, -0.9942, -3.7570], [-3.8250, -0.2919, -3.3770], [-3.9965, -1.8954, -1.8008], [-3.0778, -0.7619, -0.8204], [-0.7036, -2.7054, -3.4421], [-2.3147, -3.4619, -3.5131], [-0.0668, -5.0095, -3.4858], [-1.3860, -5.4597, -2.3594], [1.5348, -3.4193, -3.1469], [2.6705, -3.5884, -1.8298], [2.4134, -1.3040, -2.7548], [2.2717, -1.2982, -1.0333], [-5.8559, 0.8696, 0.8066], [-4.4782, -0.0105, 1.4139], [-4.3758, -1.3800, 1.2087], [-3.2845, -2.0789, 1.6805], [-2.2283, -1.4586, 2.4117], [-1.1627, -2.2139, 2.9540], [-2.3958, -0.0597, 2.6108], [-3.4837, 0.6412, 2.1314], [-5.1622, -1.8977, 0.6716], [-3.2366, -3.1503, 1.5155], [-1.2417, -3.2951, 2.9299], [-0.4957, -1.7859, 3.6922], [-1.6470, 0.4696, 3.1854], [-3.5807, 1.7022, 2.3299], [4.5764, -3.0866, -0.0037], [4.4547, -1.3763, -0.3858], [5.0334, -0.9389, -1.5595], [4.8826, 0.3818, -1.9654], [4.1358, 1.2310, -1.1442], [3.5771, 0.7900, 0.0336], [3.6996, -0.5513, 0.5009], [3.1413, -1.0205, 1.7027], [5.5946, -1.6439, -2.1608], [5.3439, 0.7384, -2.8757], [3.9853, 2.2647, -1.4343], [3.0092, 1.4826, 0.6419], [2.7158, -0.3131, 2.4039], [3.4520, -1.9805, 2.0882], [-0.5786, 5.2080, 2.5703], [-0.0113, 4.2482, 3.6115], [-1.0978, 3.3247, 4.1512], [1.1792, 3.4533, 3.0673], [0.8656, 2.7022, 1.8610], [0.3782, 1.4672, 1.7091], [0.2251, 1.2318, 0.4285], [0.6308, 2.3517, -0.2017], [1.0122, 3.2371, 0.6394], [-1.3546, 5.8291, 3.0186], [-1.0268, 4.6648, 1.7367], [0.1912, 5.8654, 2.1638], [0.3960, 4.8364, 4.4399], [-1.5191, 2.7095, 3.3529], [-1.9151, 3.9028, 4.5826], [-0.7153, 2.6590, 4.9279], [1.5303, 2.7322, 3.8062], [2.0014, 4.1177, 2.8061], [0.2156, 0.7682, 2.5108]], "atomic_forces_ev_per_a": [[-0.6161, 1.1352, 3.5539], [-0.4571, 0.1394, -0.1044], [-0.1794, -0.1135, -0.0805], [0.0506, -0.0475, 0.1349], [0.0662, 0.0731, -0.0914], [0.3365, 0.2243, -0.4100], [-1.6667, 0.0801, 0.1461], [0.3560, -0.0189, -0.0484], [-0.2431, 0.2794, 0.3982], [1.4804, 0.3317, -1.2177], [-0.0548, 0.5031, -0.3742], [-0.6995, -0.7875, -0.4691], [2.0086, -0.7809, -0.0741], [-0.0981, 0.2018, 0.0750], [0.0627, -0.0416, 0.0457], [0.0970, 0.0743, -0.0226], [-0.0445, 0.0194, -0.0162], [-0.0271, -0.0362, 0.0077], [0.0166, -0.0218, -0.0471], [-0.0275, 0.0691, -0.0107], [-0.0352, -0.0453, -0.0134], [-0.2131, 0.1740, -0.0215], [0.0664, -0.2633, -0.0565], [-0.1611, -0.0930, -0.0818], [0.1173, -0.0977, 0.0153], [-0.1253, -0.1682, 0.0529], [-0.0468, -0.0236, 0.1656], [0.0454, -0.0659, -0.0020], [-0.0972, 0.0602, -0.7578], [-0.0728, 0.0564, -0.0637], [0.0958, -0.0784, 0.0846], [-0.0492, 0.0153, 0.0392], [0.0648, -0.0172, -0.0812], [-0.3045, -0.1950, 0.2782], [0.7781, 0.0978, -1.1732], [0.0471, -0.0233, -0.0582], [-0.0045, 0.0097, -0.0469], [-0.0069, -0.0094, 0.0196], [-0.0279, -0.0053, 0.0312], [-0.0570, -0.0164, 0.1841], [-0.0853, 0.0252, 0.0737], [-0.1308, -0.0124, 0.1501], [0.0250, 0.0088, -0.0312], [0.0435, -0.0759, 0.0363], [0.0325, 0.0430, 0.0544], [-0.0342, 0.0574, -0.0454], [-0.0251, -0.0940, -0.0139], [-0.1097, 0.0304, -0.0182], [-0.0448, 0.0249, -0.0126], [0.5611, -0.0879, 0.1556], [-0.9714, -0.3741, -0.5640], [0.0162, 0.0002, 0.0099], [0.0013, -0.0044, -0.0009], [0.0195, 0.0096, 0.0184], [0.0624, 0.0257, 0.0238], [0.0847, 0.0568, 0.0043], [0.0604, 0.0654, 0.1355], [0.0273, 0.0440, 0.0249], [-0.0358, -0.0377, -0.0631], [0.0282, -0.0077, 0.0414], [-0.0070, 0.0697, 0.0326], [-0.0251, -0.1155, -0.0334], [0.2796, 0.1049, -0.0260], [0.0403, -0.3566, 0.3935], [-0.1026, -0.0609, -0.2544], [-0.0539, 0.0553, 0.0129], [-0.0079, -0.0045, -0.0014], [-0.0018, -0.0006, 0.0003], [0.0052, -0.0099, -0.0104], [-0.0052, -0.0237, 0.0198], [-0.0234, 0.0178, -0.0100], [-0.0094, 0.0024, -0.0132], [0.0056, -0.0134, -0.0075], [0.0399, 0.0333, 0.0099], [0.0120, -0.0198, 0.0026], [-0.0457, 0.0296, -0.0042]]}

***

{"formula": "C17H30FN3O6S", "method": "the ωB97M-V functional and the def2-TZVPD basis", "total_charge": 0, "fmax_ha_per_bohr": 0.01092, "relative_energy_ev": 0.217, "smiles": "C[C@@H](CC(=O)N1CC(F)(C(=O)N(CCS(=O)(=O)O)CC(N)=O)C1)CC(C)(C)C", "e_lumo_ev": 0.226, "gap_ev": 9.8, "energy_ha": -1779.58251, "elements": ["C", "C", "C", "C", "O", "N", "C", "C", "F", "C", "O", "N", "C", "C", "S", "O", "O", "O", "C", "C", "N", "O", "C", "C", "C", "C", "C", "C", "H", "H", "H", "H", "H", "H", "H", "H", "H", "H", "H", "H", "H", "H", "H", "H", "H", "H", "H", "H", "H", "H", "H", "H", "H", "H", "H", "H", "H", "H"], "positions_angstrom": [[2.2378, 2.1573, 3.5727], [1.8655, 2.3128, 2.1005], [3.0222, 1.8031, 1.2281], [2.7288, 2.0698, -0.2303], [2.5535, 3.1944, -0.6616], [2.6464, 0.9891, -1.0564], [2.3779, -0.4223, -0.7710], [1.4623, -0.4422, -2.0162], [1.8133, -1.3760, -2.9777], [-0.0340, -0.5767, -1.7109], [-0.7963, 0.3472, -1.9342], [-0.4499, -1.7288, -1.1112], [-1.8993, -1.8363, -0.9578], [-2.6844, -1.8059, -2.2773], [-3.0209, -3.3966, -2.9698], [-3.9869, -3.2726, -4.0152], [-1.7751, -4.0641, -3.1944], [-3.7189, -4.1714, -1.7590], [0.3544, -2.9517, -1.1827], [-0.1804, -4.0306, -0.2446], [-0.3252, -5.2522, -0.8085], [-0.3762, -3.8022, 0.9329], [1.9239, 0.9846, -2.3330], [0.5471, 1.5934, 1.7580], [-0.7283, 2.4560, 1.7297], [-0.9256, 3.2164, 3.0409], [-1.9175, 1.5192, 1.5071], [-0.6670, 3.4430, 0.5612], [2.4167, 1.1053, 3.8115], [3.1466, 2.7144, 3.8091], [1.4446, 2.5135, 4.2286], [1.7584, 3.3760, 1.8728], [3.9373, 2.3432, 1.4795], [3.2028, 0.7425, 1.4206], [3.2551, -1.0626, -0.8886], [1.8831, -0.6279, 0.1791], [-2.1187, -2.7353, -0.3888], [-2.2364, -0.9966, -0.3547], [-3.6458, -1.3072, -2.1617], [-2.1457, -1.2852, -3.0683], [-4.6702, -4.2186, -1.9347], [0.4055, -3.3268, -2.2043], [1.3697, -2.7429, -0.8489], [-0.4783, -5.3149, -1.8022], [-0.7199, -5.9708, -0.2235], [1.1374, 1.7329, -2.3970], [2.5749, 1.0285, -3.2063], [0.6156, 1.1354, 0.7644], [0.4023, 0.7656, 2.4629], [-0.1195, 3.9312, 3.2169], [-1.8618, 3.7781, 3.0108], [-0.9715, 2.5333, 3.8928], [-1.8084, 0.9962, 0.5536], [-1.9934, 0.7778, 2.3067], [-2.8530, 2.0824, 1.4742], [-0.5855, 2.9088, -0.3887], [-1.5757, 4.0490, 0.5315], [0.1864, 4.1181, 0.6335]], "atomic_forces_ev_per_a": [[0.0026, 0.0025, -0.0020], [0.0030, -0.0067, -0.0026], [-0.0117, 0.0054, 0.0046], [0.0038, 0.0062, -0.0008], [0.0019, -0.0068, 0.0005], [-0.0009, -0.0065, -0.0017], [-0.0169, 0.0003, 0.0025], [-0.0137, 0.0020, 0.0161], [0.0039, -0.0164, 0.0048], [0.2122, 0.1058, 0.3330], [0.0024, 0.0051, 0.0168], [-0.1912, -0.1552, -0.5047], [0.0014, -0.0083, 0.0267], [-0.0284, -0.0349, -0.0337], [0.0309, 0.0122, -0.0140], [0.0193, -0.0051, 0.0018], [0.0034, -0.0301, 0.0174], [-0.0017, -0.0022, 0.0121], [-0.1600, -0.0933, -0.1520], [0.2044, 0.1290, 0.2678], [-0.0300, 0.0420, -0.0464], [-0.0025, -0.0061, -0.0100], [0.0023, 0.0066, -0.0129], [0.0043, 0.0067, 0.0043], [0.0006, 0.0017, -0.0017], [0.0003, -0.0024, -0.0045], [0.0030, 0.0059, -0.0011], [-0.0022, -0.0034, 0.0047], [0.0004, -0.0006, 0.0000], [-0.0007, -0.0005, 0.0017], [-0.0018, 0.0013, -0.0025], [-0.0012, 0.0009, 0.0015], [0.0018, -0.0008, 0.0033], [0.0016, 0.0006, -0.0045], [-0.0040, 0.0004, -0.0040], [0.0027, -0.0070, 0.0001], [-0.0374, 0.0272, 0.0065], [0.0265, 0.0397, -0.0269], [-0.0285, -0.0582, 0.0342], [-0.0037, 0.0663, 0.0409], [-0.0026, 0.0050, -0.0002], [0.0068, 0.0138, 0.0128], [0.0132, 0.0033, 0.0181], [-0.0047, -0.0229, -0.0058], [-0.0045, -0.0099, -0.0047], [-0.0002, -0.0026, 0.0033], [-0.0021, -0.0016, 0.0000], [0.0025, -0.0042, -0.0005], [-0.0033, -0.0024, -0.0013], [-0.0006, 0.0008, 0.0008], [0.0003, 0.0014, 0.0011], [0.0006, -0.0009, -0.0002], [-0.0007, -0.0022, 0.0016], [-0.0007, -0.0016, 0.0005], [-0.0007, -0.0005, -0.0003], [-0.0003, 0.0020, 0.0018], [-0.0006, -0.0003, -0.0015], [0.0013, -0.0002, -0.0007]]}